Formula: C32H56BCl3FLiN6NaO11S2
Source: the Open Molecules 2025 dataset
Level of theory: the ωB97M-V functional and the def2-TZVPD basis

Geometry (Å):
N: -0.229 -3.042 2.579
C: -0.670 -3.019 1.530
C: -1.276 -2.908 0.220
C: -1.374 -4.258 -0.546
C: -2.555 -4.950 -0.047
N: -3.489 -5.477 0.321
C: -0.164 -5.191 -0.333
C: 1.180 -4.489 -0.529
C: 2.190 -5.246 -1.398
S: 2.913 -4.365 -2.826
C: 3.685 -2.982 -2.098
S: 5.301 -2.960 -1.826
N: 2.782 -1.926 -1.813
C: 1.820 -1.533 -2.720
C: 1.125 -0.522 -2.125
N: 1.628 -0.277 -0.884
C: 2.637 -1.115 -0.690
B: -1.663 -3.890 -2.071
O: -2.966 -3.761 -2.482
O: -0.605 -3.699 -2.917
H: -0.746 -2.152 -0.357
H: -2.286 -2.529 0.360
H: -0.258 -6.017 -1.034
H: -0.231 -5.626 0.660
H: 1.696 -4.467 0.417
H: 1.047 -3.461 -0.834
H: 3.027 -5.522 -0.759
H: 1.732 -6.143 -1.826
H: 1.680 -1.980 -3.682
H: 0.290 0.016 -2.542
H: 3.278 -1.198 0.168
H: -3.147 -2.926 -2.925
H: -0.659 -2.872 -3.408
C: 8.092 -2.706 1.614
C: 8.796 -1.436 1.182
O: 7.795 -0.786 0.428
C: 6.582 -1.193 0.922
O: 5.551 -0.659 0.686
O: 6.738 -2.273 1.699
F: 9.872 -1.681 0.388
H: 8.182 -3.485 0.854
H: 8.433 -3.090 2.571
H: 9.108 -0.788 2.002
Li: 4.063 -6.604 -3.300
Cl: -1.616 0.753 -0.415
C: -3.151 1.289 0.325
C: -3.742 0.245 1.228
Cl: -4.335 -1.176 0.326
H: -3.839 1.553 -0.473
H: -2.926 2.182 0.905
H: -4.602 0.663 1.744
H: -3.022 -0.107 1.963
C: -8.695 0.522 1.768
C: -8.589 1.934 2.343
C: -7.097 2.217 2.210
O: -6.653 1.498 1.061
C: -7.673 0.577 0.640
H: -9.692 0.260 1.427
H: -8.393 -0.208 2.521
H: -9.158 2.635 1.724
H: -8.939 2.017 3.372
H: -6.549 1.853 3.087
H: -6.872 3.277 2.078
H: -8.122 0.960 -0.282
H: -7.216 -0.387 0.428
O: 4.376 -2.655 3.985
C: 3.567 -3.562 3.683
C: 4.136 -4.346 2.111
O: 3.311 -5.234 1.781
H: 2.535 -3.293 3.386
H: 3.521 -4.472 4.316
H: 5.166 -4.663 2.385
H: 4.246 -3.453 1.455
C: -12.739 1.547 5.030
N: -11.641 0.856 4.317
O: -10.763 0.327 4.970
O: -11.688 0.884 3.100
H: -12.570 1.471 6.098
H: -12.713 2.579 4.692
H: -13.722 1.057 4.746
Na: -11.724 4.250 4.314
C: 5.043 3.525 0.834
C: 4.106 2.708 -0.054
C: 4.685 2.367 -1.424
C: 4.938 3.501 -2.402
N: 3.714 4.231 -2.891
C: 3.415 5.411 -2.003
C: 4.244 6.540 -2.573
C: 4.067 6.356 -4.087
C: 4.000 4.856 -4.308
C: 2.531 3.341 -3.002
H: 5.285 4.501 0.403
H: 4.585 3.703 1.807
H: 5.978 2.989 1.001
H: 3.148 3.227 -0.144
H: 3.891 1.767 0.453
H: 4.049 1.617 -1.899
H: 5.644 1.865 -1.269
H: 5.413 3.087 -3.288
H: 5.621 4.243 -1.990
H: 2.351 5.626 -2.095
H: 3.647 5.153 -0.973
H: 5.293 6.432 -2.290
H: 3.907 7.515 -2.224
H: 4.867 6.810 -4.652
H: 3.138 6.820 -4.413
H: 4.922 4.441 -4.693
H: 3.192 4.567 -4.967
H: 2.222 2.994 -2.021
H: 2.783 2.496 -3.639
H: 1.727 3.916 -3.452
Cl: 4.669 5.863 -6.879
O: -14.994 -0.453 4.477
H: -14.080 -0.572 4.185

Forces on atoms 1 to 2 (eV/Å):
N 0.547 -0.140 1.208
C -0.365 0.179 -0.806

Summary:
- charge = -1
- LUMO energy (eV) = -1.38
- relative energy (zero: lowest compared OMol25 entry of this formula, charge and spin) (kJ/mol) = 0.0
- HOMO energy (eV) = -2.14
- Kohn-Sham gap (Eh) = 0.0279

Atom charges from the Mulliken analysis, given in e for atoms 1 to 6: -0.66, -0.06, 1.01, 2.11, -0.61, -0.61

Formula: C32H56ClN3O7SSiTi
Source: the Open Molecules 2025 dataset
Level of theory: the ωB97M-V functional and the def2-TZVPD basis

Geometry (Å):
Ti: -1.048 1.799 -0.632
C: 1.676 2.184 -2.404
C: 2.171 2.626 -1.037
C: 2.613 4.079 -1.070
C: 3.279 1.719 -0.534
O: 1.012 2.474 -0.163
Si: 0.728 2.984 1.435
S: -1.176 2.299 1.806
O: 0.912 4.599 1.381
C: 1.113 5.595 2.393
C: 0.746 6.918 1.739
C: 0.197 5.311 3.577
C: 2.575 5.591 2.816
O: 1.918 2.423 2.403
C: 2.113 1.250 3.202
C: 3.598 1.204 3.530
C: 1.290 1.387 4.478
C: 1.703 0.000 2.428
H: 2.499 2.185 -3.124
H: 0.882 2.839 -2.768
H: 1.299 1.157 -2.354
H: 3.370 4.200 -1.848
H: 3.042 4.389 -0.120
H: 1.770 4.731 -1.293
H: 4.152 1.810 -1.181
H: 2.959 0.674 -0.541
H: 3.570 1.988 0.480
H: -0.303 6.921 1.445
H: 1.351 7.075 0.846
H: 0.919 7.749 2.425
H: -0.835 5.222 3.239
H: 0.255 6.116 4.313
H: 0.476 4.382 4.075
H: 3.219 5.857 1.977
H: 2.870 4.609 3.182
H: 2.737 6.322 3.610
H: 3.907 2.141 3.993
H: 4.193 1.052 2.628
H: 3.810 0.388 4.221
H: 1.621 2.258 5.044
H: 1.406 0.507 5.113
H: 0.234 1.503 4.236
H: 2.182 -0.019 1.447
H: 0.622 -0.027 2.294
H: 2.010 -0.895 2.972
C: -4.866 2.639 -2.368
C: -3.857 2.943 -1.271
C: -4.490 3.641 -0.083
O: -3.290 1.671 -0.831
C: -2.723 3.807 -1.867
O: -3.009 4.925 -2.248
O: -1.554 3.258 -1.929
H: -5.699 2.058 -1.969
H: -4.400 2.068 -3.171
H: -5.246 3.572 -2.782
H: -5.322 3.046 0.302
H: -4.876 4.606 -0.408
H: -3.761 3.806 0.713
H: -3.641 1.485 0.045
C: 2.545 -5.316 0.125
C: 1.509 -4.189 0.008
C: 1.240 -3.674 1.422
C: 2.141 -3.062 -0.821
C: 0.192 -4.747 -0.635
O: -0.223 -5.909 0.097
C: 0.376 -5.084 -2.130
C: -0.548 -6.162 -2.707
C: -2.011 -5.807 -2.717
C: -2.920 -6.453 -1.888
C: -4.258 -6.087 -1.864
C: -4.687 -5.058 -2.684
Cl: -6.362 -4.584 -2.656
C: -3.807 -4.399 -3.527
C: -2.476 -4.782 -3.537
C: -1.045 -3.852 -0.393
N: -0.963 -2.483 -0.891
C: -0.984 -1.349 -0.189
N: -0.911 -0.306 -1.006
C: -0.850 -0.886 -2.238
N: -0.889 -2.196 -2.210
H: 3.480 -4.904 0.507
H: 2.774 -5.797 -0.826
H: 2.233 -6.082 0.837
H: 2.188 -3.505 1.937
H: 0.668 -4.390 2.013
H: 0.719 -2.718 1.426
H: 3.071 -2.753 -0.338
H: 1.519 -2.172 -0.894
H: 2.393 -3.379 -1.833
H: 0.429 -6.605 -0.027
H: 1.405 -5.403 -2.307
H: 0.255 -4.168 -2.708
H: -0.413 -7.112 -2.187
H: -0.226 -6.341 -3.737
H: -2.573 -7.240 -1.230
H: -4.963 -6.587 -1.216
H: -4.162 -3.599 -4.159
H: -1.782 -4.257 -4.181
H: -1.223 -3.774 0.678
H: -1.923 -4.309 -0.840
H: -1.049 -1.301 0.885
H: -0.792 -0.322 -3.154

Forces on atoms 1 to 2 (eV/Å):
Ti 0.227 0.925 0.055
C 0.127 -0.122 -0.177

Summary:
- LUMO energy (spin up / spin down) (eV) = 0.24 / 0.24
- ⟨S²⟩ = 2.004
- HOMO energy (spin up / spin down) (eV) = -6.00 / -8.48
- Kohn-Sham gap (spin up / spin down) (Eh) = 0.2294 / 0.3204
- 2S+1 = 3

Atom charges from the Mulliken analysis, given in e for atoms 1 to 6: 0.48, -1.73, 1.86, -1.74, -1.29, 0.68

Formula: C32H56ClN8O4Pb
Source: the Open Molecules 2025 dataset
Level of theory: the ωB97M-V functional and the def2-TZVPD basis

Geometry (Å):
Pb: 1.292 -0.613 -0.395
Cl: -4.111 2.277 -4.333
O: -4.564 3.410 -3.608
O: -5.116 1.279 -4.476
O: -3.627 2.736 -5.551
O: -3.104 1.762 -3.504
C: -0.587 -6.303 6.627
C: -0.664 -7.434 5.631
C: 0.620 -7.525 4.787
C: 0.908 -6.387 3.919
N: 1.137 -5.487 3.253
H: -1.365 -6.565 7.345
H: -0.719 -5.334 6.146
H: 0.395 -6.261 7.097
H: -1.590 -7.240 5.090
H: -0.832 -8.342 6.211
H: 0.537 -8.420 4.170
H: 1.467 -7.518 5.473
C: -4.151 -7.393 -6.438
C: -5.044 -6.660 -5.396
C: -4.694 -5.198 -5.226
C: -3.433 -4.938 -4.480
N: -2.427 -4.816 -3.928
H: -3.138 -7.301 -6.045
H: -4.117 -6.846 -7.381
H: -4.519 -8.355 -6.795
H: -5.005 -7.167 -4.432
H: -6.082 -6.709 -5.726
H: -5.581 -4.815 -4.721
H: -4.671 -4.730 -6.210
C: 6.116 7.563 0.562
C: 5.774 8.213 -0.813
C: 4.373 7.812 -1.423
C: 4.157 6.341 -1.346
N: 3.967 5.234 -1.211
H: 6.969 8.071 1.012
H: 6.480 6.537 0.512
H: 5.349 7.635 1.334
H: 6.528 7.985 -1.566
H: 5.851 9.284 -0.628
H: 4.193 8.214 -2.420
H: 3.564 8.307 -0.885
C: -4.891 4.210 4.568
C: -4.370 5.613 4.506
C: -3.581 5.913 3.216
C: -2.583 4.852 2.914
N: -1.782 3.995 2.751
H: -5.637 4.063 3.787
H: -5.439 4.126 5.506
H: -4.187 3.400 4.377
H: -3.799 5.784 5.418
H: -5.237 6.273 4.518
H: -3.007 6.826 3.378
H: -4.213 6.063 2.341
C: -0.214 -2.572 -9.619
C: -0.403 -1.109 -9.347
C: 0.848 -0.274 -8.876
C: 1.343 -0.539 -7.497
N: 1.658 -0.744 -6.420
H: -1.124 -2.969 -10.069
H: 0.016 -3.231 -8.781
H: 0.627 -2.685 -10.302
H: -1.215 -1.085 -8.620
H: -0.619 -0.625 -10.299
H: 0.659 0.799 -8.849
H: 1.722 -0.340 -9.524
C: 2.335 4.036 7.449
C: 1.489 2.841 7.835
C: 2.063 1.454 7.543
C: 2.553 1.216 6.197
N: 2.877 1.035 5.137
H: 1.939 4.935 7.920
H: 2.478 4.114 6.372
H: 3.355 3.949 7.825
H: 0.577 2.891 7.241
H: 1.280 2.788 8.904
H: 1.329 0.657 7.662
H: 2.927 1.238 8.171
C: -7.480 -4.116 3.527
C: -7.685 -2.617 3.159
C: -6.867 -2.116 1.951
C: -5.432 -2.180 2.170
N: -4.266 -2.243 2.287
H: -8.173 -4.447 4.300
H: -6.469 -4.364 3.850
H: -7.725 -4.688 2.632
H: -7.382 -2.031 4.026
H: -8.754 -2.452 3.022
H: -7.132 -1.074 1.773
H: -7.156 -2.716 1.088
C: 9.241 1.936 -3.749
C: 10.291 1.123 -2.981
C: 9.802 0.689 -1.572
C: 8.427 0.195 -1.500
N: 7.352 -0.130 -1.443
H: 8.359 1.350 -4.008
H: 9.598 2.445 -4.644
H: 8.920 2.620 -2.962
H: 11.254 1.617 -2.849
H: 10.584 0.234 -3.540
H: 9.783 1.627 -1.017
H: 10.602 0.132 -1.085

Forces on atoms 1 to 2 (eV/Å):
Pb -0.162 0.121 -0.096
Cl -2.103 0.122 -0.031

Summary:
- charge = +1
- LUMO energy (eV) = -8.34
- HOMO energy (eV) = -10.47
- Kohn-Sham gap (Eh) = 0.0785

Atom charges from the Mulliken analysis, given in e for atoms 1 to 6: 1.48, 1.64, -0.52, -0.56, -0.54, -0.51

Formula: C32H56N4O28S2
Source: the Open Molecules 2025 dataset
Level of theory: the ωB97M-V functional and the def2-TZVPD basis

Geometry (Å):
C: -2.578 8.383 0.354
N: -2.066 9.363 -0.713
O: -2.202 10.550 -0.466
O: -1.489 8.772 -1.648
H: -2.454 8.816 1.347
H: -2.037 7.441 0.262
H: -3.602 8.113 0.098
C: 3.702 0.207 -4.898
N: 4.976 0.172 -5.728
O: 4.892 0.641 -6.898
O: 5.946 -0.312 -5.174
H: 3.872 -0.272 -3.933
H: 2.839 -0.189 -5.434
H: 3.584 1.258 -4.636
C: 1.075 -3.933 6.825
N: 2.563 -3.701 6.801
O: 3.186 -4.419 7.615
O: 3.011 -2.814 6.076
H: 1.047 -5.011 6.985
H: 0.721 -3.573 5.859
H: 0.707 -3.290 7.624
C: 5.665 -6.000 2.082
N: 4.585 -5.094 1.640
O: 3.541 -5.147 2.211
O: 4.885 -4.313 0.709
H: 5.946 -5.630 3.068
H: 6.506 -5.813 1.415
H: 5.337 -7.024 2.256
O: 0.231 2.814 -8.231
S: -1.041 2.599 -7.505
O: -1.618 1.238 -7.284
O: -1.012 3.463 -6.138
C: -1.348 4.802 -6.311
C: -1.968 4.905 -7.703
O: -2.151 3.593 -8.109
H: -2.165 4.935 -5.602
H: -0.562 5.529 -6.102
H: -1.301 5.361 -8.435
H: -2.943 5.393 -7.711
O: -3.978 4.295 4.335
S: -2.829 4.369 5.250
O: -1.767 3.286 5.243
O: -2.051 5.817 5.191
C: -1.624 6.210 6.495
C: -2.879 5.817 7.391
O: -3.422 4.623 6.796
H: -0.729 5.645 6.755
H: -1.348 7.254 6.644
H: -3.628 6.609 7.379
H: -2.596 5.550 8.409
O: -9.898 -3.622 -3.729
C: -9.476 -4.165 -2.728
C: -9.950 -3.918 -1.318
C: -9.190 -5.039 -0.600
C: -8.026 -5.441 -1.567
O: -8.428 -4.961 -2.781
H: -9.528 -2.935 -1.104
H: -11.021 -4.050 -1.169
H: -8.718 -4.663 0.308
H: -9.793 -5.901 -0.315
H: -7.101 -5.003 -1.192
H: -7.948 -6.528 -1.601
O: 2.936 -6.336 -6.115
C: 1.735 -6.066 -5.883
C: 0.490 -6.638 -6.386
C: -0.456 -5.392 -6.321
C: 0.006 -4.673 -5.108
O: 1.409 -5.073 -5.002
H: 0.667 -7.154 -7.330
H: 0.176 -7.450 -5.730
H: -0.213 -4.935 -7.280
H: -1.475 -5.774 -6.266
H: -0.133 -3.593 -5.165
H: -0.530 -4.952 -4.201
O: 6.474 2.619 0.260
C: 6.770 2.673 1.496
C: 6.242 1.667 2.458
C: 7.221 1.784 3.587
C: 7.765 3.198 3.478
O: 7.494 3.665 2.115
H: 5.202 1.845 2.733
H: 6.247 0.741 1.883
H: 6.743 1.701 4.563
H: 8.008 1.031 3.563
H: 7.265 3.847 4.197
H: 8.800 3.295 3.804
O: 2.460 5.918 1.685
C: 3.121 6.948 1.618
C: 3.618 7.669 0.376
C: 4.577 8.709 0.866
C: 4.127 8.879 2.290
O: 3.506 7.631 2.697
H: 4.087 6.921 -0.264
H: 2.839 8.142 -0.222
H: 5.590 8.321 0.761
H: 4.564 9.666 0.345
H: 4.911 9.012 3.036
H: 3.382 9.671 2.368
O: -2.265 -8.627 -1.290
C: -2.476 -8.739 -0.061
C: -1.400 -8.577 1.051
C: -2.318 -8.134 2.220
C: -3.816 -8.180 1.726
O: -3.710 -8.836 0.437
H: -0.884 -9.525 1.205
H: -0.656 -7.810 0.835
H: -2.126 -8.719 3.119
H: -2.012 -7.122 2.488
H: -4.375 -8.737 2.477
H: -4.206 -7.164 1.664
O: -3.691 -1.368 0.631
C: -2.658 -0.712 0.709
C: -1.352 -1.165 1.286
C: -0.295 -0.056 0.847
C: -1.209 0.894 0.151
O: -2.527 0.459 0.111
H: -1.382 -1.443 2.339
H: -1.080 -2.007 0.650
H: 0.228 0.494 1.629
H: 0.477 -0.557 0.263
H: -1.317 1.779 0.778
H: -0.925 1.272 -0.831

Forces on atoms 1 to 2 (eV/Å):
C 0.024 -0.180 -0.467
N 0.668 -2.080 0.908

Summary:
- structure (SMILES) = C[N+](=O)[O-].C[N+](=O)[O-].C[N+](=O)[O-].C[N+](=O)[O-].O=S1(=O)OCCO1.O=S1(=O)OCCO1.O=C1CCCO1.O=C1CCCO1.O=C1CCCO1.O=C1CCCO1.O=C1CCCO1.O=C1CCCO1
- LUMO energy (eV) = -0.17
- relative energy (zero: lowest compared OMol25 entry of this formula, charge and spin) (kJ/mol) = 0.0
- HOMO energy (eV) = -9.85
- Kohn-Sham gap (Eh) = 0.3557

Atom charges from the Mulliken analysis, given in e for atoms 1 to 6: -0.76, 0.85, -0.50, -0.50, 0.29, 0.32

Question: Number 2 is which compound?
Answer: C32H56ClN3O7SSiTi